[1]
Formula: C4H6NOS
Source: the OMol25 dataset
Level of theory: the ωB97M-V functional and the def2-TZVPD basis

Geometry as XYZ:
```
13
Properties=species:S:1:pos:R:3
C 1.6258 -0.6073 -0.1826
C 2.0190 0.7433 -0.1596
C -0.5078 0.3531 0.5838
C -1.8938 0.2336 -0.2859
N 0.4624 -1.0662 0.2215
O -0.1679 -2.1595 0.2446
S 0.5518 1.7966 0.1425
H 2.2278 -1.4504 -0.3835
H 2.8836 1.1240 -0.5876
H -0.6964 0.4413 1.7098
H -2.2931 -0.7022 0.0252
H -1.6007 0.1943 -1.2389
H -2.6107 1.0994 -0.0893
```

- LUMO (eV) = 3.7
- net charge = -1
- SMILES string = C[C@@H]1SC=CN1[O-]
- energy above the lowest of the compared OMol25 structures with the same formula, charge and spin (kJ/mol) = 401.8
- orbital gap (Eh) = 0.179
- F_max (Eh/bohr) = 0.12991
- E (a.u.) = -684.07566

Löwdin atomic charge list, values in e, 5 entries:
1. C -0.280
2. C -0.489
3. C -0.475
4. C -0.117
5. N -0.322

[2]
Formula: C5H11NO
Source: the OMol25 dataset
Level of theory: the ωB97M-V functional and the def2-TZVPD basis

Geometry as XYZ:
```
18
Properties=species:S:1:pos:R:3
N 1.6408 -0.7979 -0.0112
C 0.7058 -0.1553 0.7832
C -0.0481 0.8695 0.3274
C -0.0805 1.4158 -1.0139
C -1.0488 2.1894 -1.4925
C 0.6770 -0.5254 2.2368
H 1.3426 -0.9549 -0.9524
H 2.0124 -1.6630 0.3568
H -0.7648 1.2912 1.0226
H 0.8427 1.3211 -1.5788
H -1.0266 2.6022 -2.4959
H -2.0259 2.3261 -1.0380
H 0.0757 0.1969 2.7834
H 1.6403 -0.5692 2.7376
H 0.1404 -1.4757 2.3156
H -1.3151 -1.1496 -0.5331
H -2.3877 -2.2044 -0.6494
O -1.4516 -2.0600 -0.8562
```

- LUMO (eV) = 0.9
- SMILES string = C=C/C=C(/C)N.O
- energy above the lowest of the compared OMol25 structures with the same formula, charge and spin (kJ/mol) = 152.0
- orbital gap (Eh) = 0.320
- F_max (Eh/bohr) = 0.02271
- E (a.u.) = -327.07345

Löwdin atomic charge list, values in e, 5 entries:
1. N 0.111
2. C -0.419
3. C -0.131
4. C -0.206
5. C -0.013

Which value of orbital gap does entry 1 give? 0.179 Eh